(1)
Entry from the Open Molecules 2025 dataset: a cluster of 6 separate species, C24H53Br2O22P5 in total in a non-equilibrium geometry (ωB97M-V with the def2-TZVPD basis set).

Structure (ORCA input):
```
! RIJCOSX wB97M-V def2-TZVPD def2/J DEFGRID3
* xyz 0 1
Br 1.4661 0.8944 -4.6699
Br -1.8390 0.1084 -4.0784
P 3.7851 -1.1816 7.8681
P 6.6856 -3.4482 2.3158
P -3.5666 4.0548 -6.3877
P 0.0186 -1.1193 2.4729
P -8.0650 2.3782 -6.4080
O -3.3569 4.2560 -8.0116
O 3.0445 -1.9359 -3.4484
O 3.9022 -0.7103 9.4435
O -2.3746 3.4271 -5.7460
O 0.1266 -1.6588 4.0235
O -1.2714 -1.5077 1.8098
O -3.2328 5.6675 -6.1038
O -7.8833 1.4572 -7.5799
O 6.9080 -4.0339 3.8361
O 7.8638 -4.4250 1.6643
O -4.4965 2.6894 -6.6254
O 3.9253 0.3994 7.3094
O 5.4803 -4.0344 1.6514
O -8.1919 3.7861 -7.3165
O 3.5112 0.8140 0.7270
O 3.4293 -2.7629 8.3273
O 0.9060 -2.4025 1.8679
O -9.6386 2.4750 -5.9230
O -7.6877 1.2315 -5.2474
O -0.4759 0.4095 2.9419
O 5.1265 -1.5688 7.2880
O 6.0459 -2.0236 2.8745
C 7.9086 -5.7797 2.0979
C 3.5526 -2.1430 -1.1400
C -4.3111 5.0325 -8.7392
C -4.0754 1.7446 -7.6056
C 2.0383 0.3530 -1.0317
C 0.8273 -0.2081 -3.1704
C 1.8784 -0.3941 -2.1160
C 0.6282 -3.7016 2.3755
C -1.0107 -0.2307 -1.3511
C -0.4968 0.3868 -2.6621
C 3.1128 -0.0067 -0.0650
C -8.6202 0.1832 -5.0269
C 1.2097 -1.1655 4.8100
C -10.0073 3.4708 -4.9657
C -1.5473 0.5009 3.8743
C -2.0699 6.2180 -6.7140
C 5.0228 -2.1046 3.8675
C -9.2983 3.9029 -8.2032
C 3.6611 -1.3956 -0.0523
C 7.8825 -3.4159 4.6826
C 2.8492 -1.5490 -2.3228
C 4.2639 -3.3773 9.3031
C 2.7030 -0.5219 10.2021
C 4.8847 1.2429 7.9323
H 0.9714 -4.4135 1.6263
H 1.9190 -1.9760 4.9975
H -3.7738 5.7656 -9.3409
H -8.0677 -0.6424 -4.5804
H 8.7117 -4.1074 4.8399
H 4.5471 -3.0830 3.8931
H -2.1723 1.3385 3.5682
H -8.9360 4.3802 -9.1130
H 5.2327 -2.8915 9.3871
H -9.3918 0.4993 -4.3234
H 7.4164 -3.1998 5.6438
H 2.7997 -1.0649 11.1416
H -4.5352 0.7930 -7.3441
H -10.2759 2.9848 -4.0267
H -9.7376 2.9394 -8.4488
H -4.8753 4.3771 -9.4042
H 4.4009 -4.4154 9.0028
H -1.3521 5.4553 -7.0049
H -2.9916 1.6382 -7.6173
H 8.2623 -2.4842 4.2594
H -1.6124 6.8916 -5.9908
H 8.4824 -5.8649 3.0211
H -2.3601 6.7970 -7.5932
H 0.8116 -0.8171 5.7648
H 6.9095 -6.1883 2.2416
H -9.0787 -0.1474 -5.9582
H 1.1853 -3.8788 3.2964
H -0.5888 -1.2116 -1.1219
H -5.0023 5.5593 -8.0786
H -10.8766 4.0087 -5.3434
H 5.7932 0.6968 8.1833
H 1.7268 -0.3375 4.3208
H 1.3615 1.1821 -0.8572
H -1.1476 0.7110 4.8689
H 4.4660 1.7017 8.8287
H -4.4332 2.0370 -8.5926
H 3.9496 -3.1495 -1.1820
H -2.1465 -0.4057 3.9098
H 1.8207 -0.8887 9.6742
H 5.1193 2.0337 7.2210
H 2.5792 0.5393 10.4209
H -0.4375 -3.8428 2.5513
H -2.0952 -0.2873 -1.2924
H 5.4497 -1.8851 4.8460
H -0.6940 0.4298 -0.5361
H 8.4231 -6.3433 1.3211
H -0.4217 1.4652 -2.5338
H 3.7645 -3.3598 10.2739
H -10.0596 4.5447 -7.7542
H 0.6161 -1.1879 -3.5992
H 4.1412 -1.8151 0.8276
H 4.2748 -1.3448 3.6378
H -9.2029 4.1865 -4.7860
*
```

The SMILES is C[C@H](Br)[C@@H](Br)C1=CC(=O)C=CC1=O.COP(=O)(OC)OC.COP(=O)(OC)OC.COP(=O)(OC)OC.COP(=O)(OC)OC.COP(=O)(OC)OC. The HOMO-LUMO gap is 6.1 eV. The HOMO energy is -9.16 eV. Its LUMO energy is -3.050 eV.

---

(2)
Entry from the Open Molecules 2025 dataset: a cluster of 2 separate species, C11H20N5O in total in a non-equilibrium geometry (ωB97M-V with the def2-TZVPD basis set).

Structure (ORCA input):
```
! RIJCOSX wB97M-V def2-TZVPD def2/J DEFGRID3
* xyz 1 1
O 2.2832 -0.6953 -0.7555
N -2.9051 1.7606 4.2324
N 2.6428 0.3016 -2.6844
N -1.3606 -2.7483 0.5099
N -0.2876 2.6462 -1.1815
N -3.8815 -0.8124 2.5343
C -1.8171 0.6480 1.3571
C 3.9127 -1.8450 -2.1129
C -0.9684 1.3510 2.5281
C 1.8154 -0.0852 -3.8585
C -0.4865 -1.7109 1.1608
C 2.9096 -0.7890 -1.7768
C -2.9665 -0.3511 1.8776
C -2.4880 1.6850 0.3056
C -0.7886 -0.2746 0.4957
C -1.8250 2.1785 3.5993
C -1.2984 2.3513 -0.5717
H -3.1345 2.4874 0.8024
H -0.2357 0.5947 3.0205
H -3.1981 2.5452 4.8468
H -1.4533 3.2497 3.8584
H -2.2394 -2.8949 1.0261
H 2.1342 0.9764 -2.0978
H -0.5453 -1.7021 2.3074
H 4.9053 -1.3953 -2.1942
H -0.2746 2.1232 2.0022
H 3.5351 0.6866 -3.0058
H 0.8593 -0.4693 -3.5006
H 3.6476 -2.3292 -3.0558
H 3.9219 -2.5990 -1.3259
H -0.8578 -3.6316 0.3535
H 1.6626 0.8098 -4.4619
H 0.6016 -2.0106 0.8827
H -1.2955 -0.4801 -0.5214
H 0.2125 0.2369 0.2821
H 2.3521 -0.8373 -4.4378
H -3.0880 1.0293 -0.4406
*
```

The relative energy (zero: lowest compared OMol25 entry of this formula, charge and spin) is 0.0 kcal per mole. The HOMO-LUMO gap is 7.7 eV. The HOMO energy is -11.66 eV. Its LUMO energy is -3.977 eV.

---

(3)
Entry from the Open Molecules 2025 dataset: a cluster of 2 separate species, C5H13N3O2 in total in a non-equilibrium geometry (ωB97M-V with the def2-TZVPD basis set).

Structure (ORCA input):
```
! RIJCOSX wB97M-V def2-TZVPD def2/J DEFGRID3
* xyz 0 1
O 0.4305 -1.4610 1.2079
O 0.4255 -3.3882 2.3760
N 0.6009 1.6411 -1.1194
N 2.3005 0.9188 -2.4902
N 1.2886 -0.6422 -1.1835
C -0.2163 1.2963 0.0700
C -0.0763 -2.3384 2.0122
C -1.6452 1.6572 -0.3482
C -1.5359 -2.0112 2.4389
C 1.3758 0.6348 -1.5329
H 1.7881 -1.3252 -1.7211
H -2.3060 1.4598 0.4886
H 0.6760 -0.9737 -0.4330
H -1.4941 -1.8397 3.5251
H 0.2362 1.7033 0.9554
H -2.0345 0.9733 -1.1182
H -2.2079 -2.8248 2.2266
H 0.9771 2.5752 -1.1740
H -1.8625 -1.0660 2.0094
H 2.8350 0.2362 -2.9956
H 2.3882 1.8535 -2.8453
H -0.1206 0.2472 0.3493
H -1.8233 2.6734 -0.6981
*
```

The relative energy (zero: lowest compared OMol25 entry of this formula, charge and spin) is 28.8 kcal per mole. The HOMO-LUMO gap is 7.4 eV. The HOMO energy is -7.58 eV. Its LUMO energy is -0.192 eV.

---

(4)
Entry from the Open Molecules 2025 dataset: a cluster of 7 separate species, C28H59IN9O8 in total in a non-equilibrium geometry (ωB97M-V with the def2-TZVPD basis set).

Structure (ORCA input):
```
! RIJCOSX wB97M-V def2-TZVPD def2/J DEFGRID3
* xyz 1 1
I -4.5262 -4.9199 0.7120
O 3.0503 -0.4285 2.6339
O -2.1008 -2.1883 -3.4271
O 5.9008 -1.8515 -7.0220
O -0.0577 1.4193 -4.1890
O -2.7093 -4.5435 -1.5694
O -7.7939 -1.7063 0.9917
O 3.2578 1.5908 -2.9476
O 3.1084 -0.1644 8.7763
N 6.3325 0.0097 -5.7644
N 2.7393 -0.5831 4.8938
N 2.9315 1.4397 -0.6876
N 3.1311 2.0476 9.3627
N -3.6170 -1.1144 -1.8449
N -5.5163 -2.5801 -2.2244
N -8.1479 -1.8706 3.2440
N 0.1239 3.6034 -4.8545
N -5.1813 -1.5360 -0.0415
C 4.2500 1.9642 -0.3837
C 2.5647 1.3048 -1.9816
C -4.7085 -1.7102 -1.3945
C 5.5715 -1.0338 -6.1834
C 1.8671 -0.9451 5.9947
C -2.8887 1.2794 -1.3644
C 2.7464 0.7527 9.4926
C 0.9340 4.8038 -4.9206
C 2.3625 -0.7155 3.6018
C -0.7932 -1.5649 -3.4417
C 2.6568 3.0860 10.2564
C 0.5738 2.4634 -4.2769
C 7.6501 0.1932 -6.3430
C -9.0393 -2.2440 4.3267
C 5.8692 0.9447 -4.7579
C -8.4991 -2.0029 1.9480
C 4.0610 -0.0615 5.1903
C -3.8858 -4.4117 -1.3219
C -1.2103 3.6232 -5.4248
C -2.7657 -0.2548 -0.9911
C -4.8729 -3.9175 -2.4632
C 0.1655 -2.0534 -4.6093
C 2.0514 1.0775 0.4095
C 0.9668 -3.3367 -4.0865
C 4.0469 2.4041 8.2951
C -3.1572 -1.2628 -3.2742
C -6.8364 -1.3376 3.5654
C -3.0474 2.4761 -1.5890
H -6.2007 -1.7389 -0.0078
H -4.2911 -3.8259 -3.4405
H -0.2783 -1.8703 -2.4626
H 8.1381 1.0662 -5.9105
H 4.3474 2.9629 -0.8159
H 4.2622 3.4718 8.3181
H -0.7961 -0.4357 -3.4485
H 1.9792 2.6761 11.0057
H -2.9032 -0.2066 -3.6329
H 0.9104 -1.3208 5.6286
H -6.4140 -2.7876 -1.7623
H 1.3433 -1.1197 3.4876
H 1.0795 5.0799 -5.9676
H 1.5300 -3.0125 -3.1473
H 2.5334 0.3017 1.0160
H 5.8511 1.9500 -5.1864
H 1.5470 0.8983 -2.1029
H 4.1575 0.9380 4.7593
H 1.0973 0.7001 0.0359
H -3.9986 -1.6076 -3.9558
H 0.9495 -1.2313 -4.7389
H 0.2024 -4.0982 -3.7506
H 3.5120 3.5431 10.7596
H 1.9069 4.6434 -4.4552
H -9.9840 -2.6265 3.9401
H 1.5949 2.5540 -3.8765
H 4.4007 2.0143 0.6941
H -6.7416 -0.3364 3.1387
H -9.5104 -2.4149 1.8131
H -6.0701 -1.9797 3.1245
H 1.8704 1.9618 1.0269
H -0.3531 -2.1997 -5.6003
H -3.3208 3.5470 -1.3679
H 0.4171 5.6134 -4.3995
H 4.2180 -0.0140 6.2679
H -5.1285 -0.5163 0.1459
H -8.5614 -3.0171 4.9321
H -5.6935 -4.6813 -2.6759
H -1.9382 3.3908 -4.6435
H 4.5906 -1.0821 -5.6817
H 4.8130 -0.7110 4.7371
H 7.5531 0.3237 -7.4232
H -1.4291 4.6023 -5.8501
H 5.0061 1.3154 -0.8307
H -9.2357 -1.3664 4.9464
H -1.6554 -0.4899 -1.0944
H 1.6924 -0.0643 6.6147
H 4.9745 1.8396 8.4142
H -6.6981 -1.2903 4.6447
H 2.3511 -1.7196 6.5922
H 2.1290 3.8455 9.6744
H 4.8682 0.6855 -4.4148
H -2.9965 -0.3171 0.1095
H 1.6537 -3.6946 -4.9052
H 3.5987 2.1404 7.3344
H 6.5557 0.9228 -3.9076
H 2.0519 0.5903 10.3325
H 8.2534 -0.6972 -6.1523
H -1.2792 2.8607 -6.2038
*
```

The HOMO-LUMO gap is 7.2 eV. The HOMO energy is -9.98 eV. Its LUMO energy is -2.812 eV.

---

(5)
Entry from the Open Molecules 2025 dataset: a structure of composition C25H32FHgO2 in a non-equilibrium geometry (ωB97M-V with the def2-TZVPD basis set).

Structure (ORCA input):
```
! RIJCOSX wB97M-V def2-TZVPD def2/J DEFGRID3
* xyz -1 1
Hg -0.0937 -0.1066 2.8613
F 2.7661 3.9365 6.3819
O 0.0499 0.1184 0.4409
O 0.2030 -0.1927 -5.2590
C 0.5847 -2.6995 2.0552
C 2.1020 3.0189 5.6006
C -2.1978 1.0319 2.8452
C 2.1640 3.2092 4.2090
C -2.1059 0.3895 4.1361
C 1.2305 -1.5581 -7.0373
C 0.0156 1.1250 -5.9200
C -2.4400 -0.9906 3.9598
C -0.3705 -0.7790 -0.6208
C -0.6830 0.1243 -1.8005
C 0.7606 1.0694 5.4600
C 1.6705 -1.7771 2.1119
C 1.4267 1.9801 6.2683
C 1.4849 2.2829 3.4160
C 0.2028 1.3468 -1.5401
C 0.8407 1.3020 4.1220
C 0.8158 -2.0410 4.2603
C -0.2240 0.5315 -7.3015
C 0.0652 -2.8637 3.3726
C -0.0012 -0.8115 -6.5568
C 1.8370 -1.3758 3.4865
C -2.6480 0.0382 1.9054
C 0.1653 1.4672 -0.0310
C -1.2233 -1.7108 -6.5479
C -2.7628 -1.2010 2.5913
H 0.2155 0.2312 5.8653
H 1.0743 1.9071 0.3938
H 1.4536 2.2940 2.3278
H -1.7281 0.4319 -1.7170
H 0.6828 -1.9742 5.3340
H -1.2308 -1.3699 -0.2809
H -3.0648 -2.1428 2.1394
H -2.1210 -1.1637 -6.2309
H 1.4150 1.8877 7.3370
H 0.2411 -3.2103 1.1602
H 1.0544 -1.9574 -8.0486
H -0.0964 2.2628 -2.0618
H -1.2387 0.6846 -7.6713
H 1.4365 -2.4097 -6.3755
H 1.2312 1.0898 -1.8130
H -1.9067 0.8872 5.0785
H -0.8617 1.6433 -5.5007
H -0.5146 -0.3361 -2.7765
H 0.9342 1.7317 -5.8537
H -1.4019 -2.1146 -7.5567
H 0.4514 -1.4787 -0.8172
H -2.9461 0.2360 0.8801
H 2.7126 4.0367 3.7581
H -2.4468 -1.7319 4.7520
H -2.0976 2.0938 2.6563
H -0.6939 2.0576 0.3161
H -0.7641 -3.5073 3.6513
H 2.1137 -0.9079 -7.0798
H 2.6442 -0.7607 3.8685
H -1.0545 -2.5587 -5.8695
H 2.3255 -1.5046 1.2948
H 0.5464 0.7886 -8.0299
*
```

The relative energy (zero: lowest compared OMol25 entry of this formula, charge and spin) is 0.0 kcal per mole. The HOMO-LUMO gap is 4.5 eV. The HOMO energy is -2.48 eV. Its LUMO energy is 2.052 eV.

---

(6)
Entry from the Open Molecules 2025 dataset: a cluster of 11 separate species, C17H34Cl16O9 in total in a non-equilibrium geometry (ωB97M-V with the def2-TZVPD basis set).

Structure (ORCA input):
```
! RIJCOSX wB97M-V def2-TZVPD def2/J DEFGRID3
* xyz 0 1
Cl -16.6834 -8.1967 -20.2710
Cl -12.7312 -16.4580 -26.1509
Cl -8.8098 -9.5921 -18.4408
Cl -9.6263 -18.3972 -21.3388
Cl -17.4161 -11.3200 -22.9331
Cl -15.7758 -17.0588 -19.6604
Cl -11.9566 -16.6913 -21.8708
Cl -17.3372 -13.5696 -21.1409
Cl -13.7654 -8.1582 -21.0501
Cl -14.7168 -11.1817 -27.1861
Cl -14.8848 -14.4574 -18.7602
Cl -9.9250 -7.7028 -25.4745
Cl -10.8859 -6.8992 -28.0841
Cl -14.1930 -10.4137 -29.9818
Cl -9.9139 -12.2022 -18.9078
Cl -14.5026 -14.1693 -25.1687
O -8.2659 -14.3867 -23.3415
O -15.5160 -6.4184 -26.2870
O -14.8885 -6.7113 -24.1028
O -13.1900 -11.1365 -23.9504
O -12.0523 -10.9299 -22.0181
O -9.9422 -13.7351 -24.7156
O -8.5489 -12.2141 -23.6453
O -13.0425 -12.8797 -22.6118
O -16.8910 -5.9816 -24.7334
C -15.3092 -11.3011 -28.8102
C -12.9605 -9.8118 -24.2488
C -17.2898 -5.4768 -23.4829
C -9.8027 -10.5261 -19.5574
C -12.6486 -13.5546 -21.3703
C -16.5987 -12.7301 -22.4983
C -8.6235 -15.6999 -23.2580
C -9.8741 -6.5074 -26.7072
C -15.3165 -9.0347 -21.2172
C -14.5006 -7.1871 -26.8664
C -11.2479 -17.9376 -20.7836
C -9.1417 -11.0875 -24.1821
C -16.1358 -15.7032 -18.6439
C -13.0972 -15.2731 -24.7550
C -8.9720 -13.4662 -24.0297
C -15.6841 -6.3783 -24.9839
C -12.6647 -11.5936 -22.7966
H -10.7838 -10.0761 -19.7091
H -10.2304 -5.5607 -26.3010
H -16.7515 -4.5388 -23.3466
H -17.1581 -6.0552 -22.5685
H -15.5364 -8.9150 -22.2781
H -13.1262 -14.5334 -21.4146
H -13.5168 -6.8676 -26.5226
H -9.2797 -10.4948 -20.5132
H -16.2990 -10.8511 -28.8872
H -8.9804 -11.0154 -25.2577
H -8.8480 -6.3294 -27.0293
H -16.0831 -16.0023 -17.5970
H -17.1278 -15.2616 -18.7385
H -11.9143 -18.7965 -20.8636
H -15.5966 -12.4160 -22.2063
H -16.4773 -13.4212 -23.3325
H -11.9479 -9.6918 -24.6338
H -13.2283 -9.0622 -23.5041
H -7.9926 -16.2488 -22.5589
H -15.3684 -12.3669 -29.0310
H -14.7903 -8.2269 -26.7150
H -12.1707 -14.7235 -24.5889
H -13.6130 -9.5405 -25.0787
H -13.3169 -15.9096 -23.8979
H -8.7564 -10.1757 -23.7257
H -8.4352 -16.1378 -24.2383
H -14.5877 -6.9894 -27.9348
H -9.7003 -15.7779 -23.1083
H -12.8368 -13.0435 -20.4261
H -18.3444 -5.2379 -23.3454
H -15.2922 -10.1041 -21.0077
H -10.2276 -11.1178 -24.0929
H -11.5588 -13.5675 -21.3515
H -11.2218 -17.5456 -19.7669
*
```

The relative energy (zero: lowest compared OMol25 entry of this formula, charge and spin) is 0.0 kcal per mole. The SMILES is COC(=O)OC.COC(=O)OC.COC(=O)OC.ClCCl.ClCCl.ClCCl.ClCCl.ClCCl.ClCCl.ClCCl.ClCCl. The HOMO-LUMO gap is 10.9 eV. The HOMO energy is -10.66 eV. Its LUMO energy is 0.260 eV.

---

(7)
Entry from the Open Molecules 2025 dataset: a cluster of 2 separate species, BrH2NO in total in a non-equilibrium geometry (ωB97M-V with the def2-TZVPD basis set).

Structure (ORCA input):
```
! RIJCOSX wB97M-V def2-TZVPD def2/J DEFGRID3
* xyz 0 1
Br 3.8959 0.0635 0.0463
O 2.8121 -1.0806 -0.3807
N 0.0667 0.4019 -0.1769
H 0.0647 -0.2773 -0.8589
H 0.0172 0.2968 0.8078
*
```

The relative energy (zero: lowest compared OMol25 entry of this formula, charge and spin) is 85.0 kcal per mole. The HOMO-LUMO gap (alpha / beta) is 7.5 / 7.5 eV. The HOMO energy (alpha / beta) is -9.08 / -9.60 eV. Its LUMO energy (alpha / beta) is -1.578 / -2.106 eV.

---

(8)
Entry from the Open Molecules 2025 dataset: a structure of composition C3HI3O in a non-equilibrium geometry (ωB97M-V with the def2-TZVPD basis set).

Structure (ORCA input):
```
! RIJCOSX wB97M-V def2-TZVPD def2/J DEFGRID3
* xyz 0 1
I -2.2250 -1.4175 1.4287
I -1.5123 -0.5831 -1.9944
I 4.2310 -0.0453 -0.2270
O -1.4587 1.1648 0.4157
C 2.2126 -0.2258 0.0694
C -1.3843 -0.1017 0.0533
C 1.1158 -0.5516 0.4369
H -0.9791 1.7603 -0.1826
*
```

The relative energy (zero: lowest compared OMol25 entry of this formula, charge and spin) is 87.6 kcal per mole. The HOMO-LUMO gap (alpha / beta) is 6.6 / 6.6 eV. The HOMO energy (alpha / beta) is -8.48 / -8.48 eV. Its LUMO energy (alpha / beta) is -1.844 / -1.844 eV.